[1]
{
  "formula": "C33H31FN6O6PrS2",
  "method": "the ωB97M-V functional and the def2-TZVPD basis",
  "s_squared": 2.002,
  "total_charge": 1,
  "e_above_lowest_ev": 0.000,
  "homo_lumo_gap_ev": [4.18, 4.19],
  "spin_multiplicity": 3,
  "homo_ev": [-7.6, -7.6],
  "elements": ["Pr", "O", "C", "O", "C", "C", "C", "C", "C", "C", "S", "H", "H", "H", "H", "C", "N", "C", "C", "N", "C", "S", "C", "C", "C", "C", "C", "N", "H", "H", "H", "H", "H", "H", "H", "H", "H", "C", "C", "N", "C", "C", "C", "O", "O", "C", "O", "C", "C", "C", "F", "C", "C", "C", "N", "C", "C", "N", "C", "C", "H", "H", "H", "H", "H", "H", "H", "H", "H", "H", "H", "H", "H", "H", "H", "H", "H", "H", "O", "C"],
  "coordinates": [[0.32693, -0.11052, 0.25550], [0.71528, -0.62571, 2.33292], [0.32238, 0.54175, 2.60139], [-0.61600, 1.07728, 1.93456], [1.11798, 1.34007, 3.57840], [0.87178, 1.40790, 4.93824], [1.74566, 2.10536, 5.75983], [2.86420, 2.72164, 5.21458], [3.10107, 2.66986, 3.84944], [2.22409, 1.98174, 3.01108], [2.43190, 1.95704, 1.26928], [0.00372, 0.90772, 5.35183], [1.56172, 2.15513, 6.82505], [3.56324, 3.23478, 5.86297], [3.96476, 3.15466, 3.41303], [-5.35887, 0.87111, 0.06058], [-4.34783, 1.91210, 0.13551], [-4.54137, 3.19664, 0.54341], [-3.35006, 3.83198, 0.46937], [-2.40698, 2.92227, 0.05424], [-3.03534, 1.72584, -0.16914], [-2.44686, 0.28394, -0.79126], [-1.03264, 3.24995, -0.13074], [-0.54547, 4.43879, 0.39352], [0.72479, 4.84413, 0.02670], [1.46367, 4.03927, -0.81614], [0.92908, 2.81844, -1.19462], [-0.29947, 2.42070, -0.86121], [-6.33896, 1.32514, 0.17108], [-5.20510, 0.13509, 0.84755], [-5.28815, 0.36592, -0.90095], [-5.50342, 3.57478, 0.84135], [-3.11937, 4.86529, 0.64526], [-1.12986, 5.03394, 1.08027], [1.13916, 5.76575, 0.41032], [2.46034, 4.31091, -1.12904], [1.49281, 2.12941, -1.81392], [0.63802, -4.90653, -5.98947], [-0.66865, -4.52096, -5.30374], [-0.53491, -3.31930, -4.49603], [-0.37181, -3.45352, -3.13369], [-0.14562, -2.39357, -2.33372], [0.05794, -2.32207, -0.83244], [1.23713, -2.24948, -0.43416], [-0.94513, -2.04416, -0.12018], [-0.02958, -1.06410, -2.87032], [0.33262, -0.06690, -2.13776], [-0.33617, -0.92356, -4.26339], [-0.38776, 0.36338, -4.83800], [-0.59304, 0.50523, -6.19077], [-0.59498, 1.76158, -6.72412], [-0.76206, -0.59250, -7.02453], [-0.73479, -1.87775, -6.44724], [-0.53749, -2.06702, -5.07885], [-0.93827, -0.50122, -8.44251], [-1.60769, 0.65236, -9.00174], [-2.13949, 0.28863, -10.38188], [-0.97680, -0.12026, -11.23610], [-0.25754, -1.28833, -10.63323], [0.20780, -0.89065, -9.24038], [0.49760, -5.80186, -6.59662], [1.40664, -5.11070, -5.24399], [0.99789, -4.10243, -6.63184], [-0.98686, -5.32505, -4.64220], [-1.46568, -4.36804, -6.03441], [-0.43641, -4.45926, -2.74211], [-0.22889, 1.21870, -4.19574], [-0.87948, -2.72330, -7.10650], [-0.94914, 1.53109, -9.09447], [-2.44344, 0.92822, -8.36341], [-2.64523, 1.13331, -10.84775], [-2.81907, -0.55813, -10.31638], [-0.32604, 0.66727, -11.28342], [-1.27733, -0.32904, -12.18689], [0.57863, -1.56535, -11.27322], [-0.96334, -2.11384, -10.57038], [0.95142, -0.07598, -9.32401], [0.70094, -1.74064, -8.77331], [3.52899, -0.87228, 0.67926], [2.87284, -0.23588, 0.01742]]
}


[2]
{
  "formula": "C9H14",
  "method": "the ωB97M-V functional and the def2-TZVPD basis",
  "total_charge": 0,
  "e_above_lowest_ev": 1.932,
  "homo_lumo_gap_ev": 10.24,
  "spin_multiplicity": 1,
  "homo_ev": -9.2,
  "elements": ["C", "C", "H", "H", "H", "H", "H", "H", "C", "C", "C", "C", "C", "C", "C", "H", "H", "H", "H", "H", "H", "H", "H"],
  "coordinates": [[-0.35984, -0.44075, 3.71650], [0.07897, 0.55623, 2.67376], [-1.50743, -0.54405, 3.88317], [0.08321, -1.40863, 3.68967], [-0.03826, -0.14731, 4.81177], [-0.83647, 0.77294, 1.97146], [0.60544, 1.39271, 3.06947], [0.78065, 0.00374, 2.06023], [1.32161, 1.03899, -3.26381], [0.10519, -1.63515, -0.81095], [0.82263, -0.86620, -1.78386], [-1.05980, -1.02687, -0.29962], [0.58029, 0.44505, -2.10761], [-1.39254, 0.20484, -0.80203], [-0.60950, 0.92719, -1.67063], [0.40946, -2.59768, -0.60136], [1.67316, -1.43411, -1.98984], [-1.82375, -1.67628, 0.34718], [-2.31799, 0.65107, -0.56137], [2.33858, 1.21096, -3.06462], [0.91800, 2.08741, -3.43525], [-0.95914, 2.05441, -1.69507], [1.18750, 0.43149, -4.13719]]
}


[3]
{
  "formula": "C5H8O",
  "method": "the ωB97M-V functional and the def2-TZVPD basis",
  "total_charge": 0,
  "e_above_lowest_ev": 3.058,
  "homo_lumo_gap_ev": 10.75,
  "spin_multiplicity": 1,
  "homo_ev": -9.9,
  "elements": ["C", "C", "C", "O", "C", "C", "H", "H", "H", "H", "H", "H", "H", "H"],
  "coordinates": [[1.08270, 1.03870, 1.34627], [-0.22538, 0.70789, 0.63947], [-0.27033, -0.64632, -0.05258], [-1.64811, -0.83692, -0.40186], [0.45318, -0.72630, -1.34403], [0.03968, -0.89286, -2.46736], [1.33608, 0.28437, 2.10036], [0.99799, 2.00059, 1.86297], [1.91788, 1.11022, 0.64127], [-0.46561, 1.47048, -0.11056], [-1.05502, 0.68591, 1.35333], [0.05507, -1.44486, 0.62607], [-1.74761, -1.70862, -0.80786], [-0.47052, -1.04228, -3.38549]]
}


[4]
{
  "formula": "C10H19N3O4",
  "method": "the ωB97M-V functional and the def2-TZVPD basis",
  "total_charge": 0,
  "e_above_lowest_ev": 1.924,
  "homo_lumo_gap_ev": 9.81,
  "spin_multiplicity": 1,
  "homo_ev": -9.2,
  "elements": ["C", "C", "C", "C", "C", "C", "C", "C", "C", "C", "H", "H", "H", "H", "H", "H", "H", "H", "H", "H", "H", "H", "H", "H", "H", "H", "H", "H", "H", "N", "N", "N", "O", "O", "O", "O"],
  "coordinates": [[-1.80645, -1.16963, 0.90729], [-0.35913, -1.07741, 0.25511], [-2.92021, -1.12444, -0.17593], [-3.47860, 0.32838, -0.55144], [-2.31287, 1.35784, -0.74278], [1.81269, 0.14535, 0.79174], [1.48917, 1.65904, 0.66491], [2.45128, -0.37165, -0.44304], [2.84018, -1.80407, -0.21313], [3.60227, 0.52312, -0.93595], [-2.40431, -0.53557, 2.79905], [-2.25933, 0.71676, 1.67127], [-1.81694, -2.30498, 1.31930], [-2.64674, -1.65120, -1.07934], [-3.77726, -1.70158, 0.22245], [-4.06149, 0.24818, -1.42698], [-4.10721, 0.73440, 0.29418], [-1.68289, 0.81465, -2.62949], [-0.72583, 1.82563, -1.64559], [0.10931, -0.22637, 1.88502], [2.43379, 0.19421, 1.70260], [1.72352, -0.31931, -1.25396], [3.43312, -2.19746, -1.11503], [3.43498, -1.79061, 0.75640], [1.99145, -2.34555, 0.05026], [4.20342, 0.94295, -0.16268], [4.30390, -0.18859, -1.51668], [3.19420, 1.28757, -1.67098], [-0.05334, 2.68297, 0.32979], [-1.90872, -0.17069, 2.03620], [-1.41081, 1.14099, -1.69692], [0.57805, -0.68059, 1.11457], [-0.16840, -1.55173, -0.85453], [-2.17427, 2.20690, 0.12103], [2.16704, 2.56347, 1.12891], [0.30645, 1.83904, 0.06437]]
}